Molecular formula: C34H18F5N4O10S2Ta
Method: DFT, ωB97M-V/def2-TZVPD

The geometry in XYZ format:
```
74
C34H18F5N4O10S2Ta, DFT ωB97M-V/def2-TZVPD
Ta 0.289 -0.902 0.650
O 3.865 -2.718 -1.494
C 4.750 -2.076 -0.646
C 6.114 -2.058 -0.945
C 7.061 -1.430 -0.172
C 6.670 -0.742 0.967
C 5.337 -0.728 1.306
C 4.394 -1.410 0.533
C 3.074 -1.507 1.072
O 2.036 -1.781 0.245
N 2.828 -1.282 2.340
N 1.438 -1.309 2.488
C 1.065 -1.430 3.738
C -0.327 -1.490 4.151
C -0.586 -1.489 5.493
C -1.885 -1.558 5.910
C -2.953 -1.493 4.978
C -2.717 -1.440 3.648
C -1.373 -1.428 3.254
O -1.066 -1.388 1.972
H 2.981 -2.427 -1.187
H 6.379 -2.574 -1.917
H 8.116 -1.567 -0.440
H 7.452 -0.454 1.673
H 4.977 -0.278 2.248
H 1.863 -1.552 4.432
H 0.221 -1.440 6.275
H -2.018 -1.647 7.004
H -3.971 -1.647 5.295
H -3.481 -1.354 2.908
O -1.164 0.430 0.036
C -2.404 0.459 -0.358
N -3.119 -0.568 -0.626
S -4.674 -0.080 -1.038
O -4.899 -0.273 -2.459
O -5.627 -0.622 -0.109
C -4.337 1.651 -0.798
C -5.131 2.782 -0.937
C -4.534 4.022 -0.664
C -3.219 4.083 -0.124
C -2.466 2.918 -0.013
C -3.077 1.738 -0.362
H -6.138 2.699 -1.298
H -5.106 4.939 -0.847
H -2.745 5.032 0.160
H -1.451 2.924 0.335
F 3.642 5.261 -0.828
C 2.837 4.255 -0.656
C 1.922 4.243 0.458
F 1.663 5.428 1.065
C 1.389 3.069 0.871
F 0.569 2.990 1.934
C 1.715 1.879 0.263
O 1.285 0.730 0.777
C 2.514 1.902 -0.847
F 2.863 0.743 -1.484
C 3.091 3.089 -1.329
F 4.055 3.093 -2.249
O 1.018 -0.345 -4.265
S -0.035 0.051 -3.405
O -0.428 1.405 -3.247
N 0.306 -0.655 -1.929
C -0.473 -1.724 -1.787
O -0.406 -2.271 -0.634
C -1.472 -2.014 -2.867
C -2.458 -2.960 -2.819
C -3.463 -2.810 -3.739
C -3.404 -1.848 -4.736
C -2.340 -0.937 -4.816
C -1.434 -1.043 -3.792
H -2.396 -3.713 -2.041
H -4.368 -3.466 -3.662
H -4.301 -1.763 -5.354
H -2.336 -0.123 -5.557
```

## Properties
ΔE to the lowest compared entry with this formula, charge and spin: 13.5 kcal/mol
F_max: 0.05449 hartree/bohr
HOMO level: -8.84 eV
electronic energy: -98797.062 eV

Molecular formula: C34H19Cl5N5O2SeTeTi
Method: DFT, ωB97M-V/def2-TZVPD

The geometry in XYZ format:
```
68
C34H19Cl5N5O2SeTeTi, DFT ωB97M-V/def2-TZVPD
Ti -0.684 -0.901 -0.831
O 0.443 3.252 -6.281
C 1.004 2.153 -6.156
O 1.859 1.554 -6.822
C 0.544 1.367 -4.889
C 1.036 0.091 -4.635
C 0.602 -0.580 -3.510
N -0.236 0.006 -2.640
C -0.822 1.175 -2.940
C -0.445 1.886 -4.060
C -2.022 1.451 -2.112
C -2.718 2.646 -2.151
C -3.880 2.774 -1.408
C -4.321 1.702 -0.652
C -3.570 0.541 -0.657
N -2.452 0.407 -1.370
C 0.757 -2.037 -3.276
C 1.736 -2.810 -3.884
C 1.693 -4.181 -3.711
C 0.672 -4.737 -2.950
C -0.241 -3.893 -2.354
N -0.203 -2.566 -2.500
H 1.703 -0.341 -5.370
H -0.899 2.821 -4.360
H -2.341 3.467 -2.744
H -4.431 3.705 -1.416
H -5.218 1.760 -0.053
H -3.863 -0.311 -0.054
H 2.508 -2.339 -4.474
H 2.443 -4.813 -4.169
H 0.592 -5.806 -2.810
H -1.032 -4.283 -1.724
Te 0.575 -0.329 3.111
C 0.799 0.281 5.129
C 1.880 -0.255 5.821
C 2.131 0.138 7.128
C 1.299 1.056 7.752
C 0.220 1.586 7.059
C -0.029 1.207 5.747
H 2.530 -0.984 5.350
H 2.975 -0.282 7.660
H 1.490 1.358 8.773
H -0.432 2.307 7.537
H -0.868 1.634 5.211
Cl 3.005 -1.504 -0.564
C 1.931 -2.548 0.314
C 0.573 -2.327 0.192
C -0.245 -3.163 0.902
Cl -1.967 -2.798 0.686
C 0.176 -4.183 1.738
Cl -0.946 -5.151 2.602
C 1.552 -4.375 1.847
Cl 2.157 -5.622 2.862
C 2.436 -3.558 1.130
Cl 4.131 -3.803 1.266
Se -1.835 0.304 2.844
N -0.235 0.432 0.121
C -0.103 1.763 0.380
C 0.821 2.511 -0.369
C 0.817 3.887 -0.353
C -0.141 4.574 0.405
C -1.045 3.875 1.162
C -1.030 2.456 1.233
N -1.957 1.912 2.050
H 1.525 1.964 -0.985
H 1.537 4.435 -0.946
H -0.161 5.656 0.399
H -1.782 4.384 1.770
```

## Properties
2S+1: 2
ΔE to the lowest compared entry with this formula, charge and spin: 31.2 kcal/mol
F_max: 0.01168 hartree/bohr
HOMO level (spin up / spin down): -7.73 / -8.07 eV
electronic energy: -205479.077 eV

Molecular formula: C34H20Cl2N5O2SV
Method: DFT, ωB97M-V/def2-TZVPD

The geometry in XYZ format:
```
65
C34H20Cl2N5O2SV, DFT ωB97M-V/def2-TZVPD
V -7.786 -11.873 10.729
Cl -4.034 -11.609 4.798
C -4.627 -11.986 6.434
C -5.780 -11.461 6.919
C -6.316 -11.808 8.203
N -7.570 -11.383 8.788
C -8.314 -10.424 8.224
O -8.153 -9.869 7.121
C -9.537 -10.041 9.159
C -10.391 -9.076 8.711
C -11.337 -8.622 9.630
C -11.353 -9.204 10.930
C -10.461 -10.228 11.248
N -9.503 -10.510 10.421
C -5.600 -12.793 8.915
C -4.404 -13.268 8.468
C -3.906 -12.868 7.221
Cl -2.383 -13.591 6.603
N -6.341 -13.195 10.123
C -6.189 -14.341 10.783
O -5.269 -15.192 10.719
C -7.312 -14.604 11.758
C -7.231 -15.692 12.713
C -8.302 -15.850 13.569
C -9.259 -14.881 13.533
C -9.289 -13.813 12.654
N -8.327 -13.690 11.741
H -6.343 -10.729 6.345
H -10.326 -8.716 7.694
H -12.096 -7.917 9.320
H -12.121 -8.899 11.634
H -10.619 -10.725 12.200
H -3.745 -13.814 9.182
H -6.300 -16.305 12.721
H -8.329 -16.605 14.289
H -10.125 -14.911 14.249
H -9.941 -12.945 12.760
S -13.634 -10.954 13.457
C -14.485 -9.782 12.453
N -14.926 -9.040 11.670
C -6.738 -10.865 12.095
C -6.906 -11.362 13.206
C -7.134 -11.601 14.567
C -8.522 -11.026 14.939
C -8.828 -9.748 14.373
C -10.025 -9.148 14.630
C -10.882 -9.748 15.551
C -10.656 -11.028 16.050
C -9.464 -11.641 15.725
C -6.320 -12.528 15.280
C -5.197 -13.157 14.643
C -4.353 -13.994 15.300
C -4.498 -14.241 16.657
C -5.603 -13.718 17.306
C -6.455 -12.854 16.644
H -8.118 -9.355 13.649
H -10.294 -8.207 14.267
H -11.864 -9.221 15.757
H -11.440 -11.555 16.575
H -9.280 -12.634 16.059
H -5.047 -12.964 13.602
H -3.715 -14.517 14.653
H -3.830 -14.946 17.112
H -5.738 -13.939 18.355
H -7.345 -12.533 17.169
```

## Properties
2S+1: 3
F_max: 0.07262 hartree/bohr
HOMO level (spin up / spin down): -1.15 / -1.22 eV
electronic energy: -108697.662 eV
charge: -2

Molecular formula: C34H21BrCoF4N5O5PS
Method: DFT, ωB97M-V/def2-TZVPD

The geometry in XYZ format:
```
73
C34H21BrCoF4N5O5PS, DFT ωB97M-V/def2-TZVPD
Co -0.801 1.204 -1.194
F -5.317 -4.891 1.187
C -4.270 -4.119 0.903
C -3.251 -3.964 1.825
F -3.312 -4.596 2.998
C -2.162 -3.165 1.516
F -1.196 -3.107 2.443
C -2.066 -2.469 0.317
P -0.693 -1.287 -0.034
C -0.258 -0.787 1.682
C -1.297 -0.208 2.412
C -1.092 0.245 3.704
C 0.174 0.170 4.273
C 1.216 -0.388 3.548
C 0.998 -0.882 2.268
C 0.630 -2.424 -0.580
C 0.338 -3.676 -1.113
C 1.342 -4.469 -1.646
C 2.655 -4.027 -1.651
C 2.960 -2.780 -1.125
C 1.954 -1.985 -0.603
C -3.083 -2.685 -0.619
Br -2.948 -2.031 -2.369
C -4.172 -3.489 -0.327
F -5.141 -3.700 -1.217
H -2.286 -0.136 1.969
H -1.919 0.657 4.266
H 0.342 0.529 5.279
H 2.199 -0.472 3.991
H 1.812 -1.366 1.746
H -0.683 -4.034 -1.135
H 1.094 -5.434 -2.065
H 3.437 -4.650 -2.065
H 3.982 -2.426 -1.120
H 2.210 -1.018 -0.191
O 5.121 3.049 2.040
N 4.117 3.322 2.678
O 4.106 3.828 3.781
C 2.802 3.031 2.048
C 1.718 3.469 2.725
C 0.398 3.254 2.222
C -0.767 3.734 2.848
C -1.979 3.465 2.272
C -2.034 2.703 1.093
N -0.947 2.248 0.493
C 0.254 2.536 1.042
C 1.411 2.078 0.324
N 1.142 1.420 -0.831
C 2.150 1.024 -1.586
C 3.480 1.257 -1.221
C 3.767 1.892 -0.041
C 2.707 2.332 0.785
H 1.862 3.988 3.663
H -0.692 4.301 3.767
H -2.903 3.814 2.709
H -2.980 2.447 0.634
H 1.892 0.488 -2.490
H 4.274 0.918 -1.872
H 4.790 2.064 0.252
O -0.670 2.988 -3.031
C -0.524 1.958 -3.676
C -0.389 1.841 -5.180
C -0.207 0.339 -5.390
C -0.174 -0.242 -3.976
O 0.098 -1.394 -3.713
N -0.436 0.748 -3.069
H 0.474 2.426 -5.499
H -1.266 2.267 -5.664
H 0.713 0.072 -5.909
H -1.030 -0.129 -5.930
O -4.955 1.701 -0.511
S -4.072 1.391 -1.648
N -2.646 1.237 -1.410
```

## Properties
2S+1: 2
ΔE to the lowest compared entry with this formula, charge and spin: 0.8 kcal/mol
F_max: 0.01258 hartree/bohr
HOMO level (spin up / spin down): -8.16 / -8.20 eV
electronic energy: -191949.071 eV

Molecular formula: C34H23Br2F3O7
Method: DFT, ωB97M-V/def2-TZVPD

The geometry in XYZ format:
```
69
C34H23Br2F3O7, DFT ωB97M-V/def2-TZVPD
O 4.363 -1.940 -2.677
C 4.853 -2.758 -3.613
O 5.688 -3.911 -3.176
O 4.573 -2.628 -5.080
C 3.158 -2.987 -5.329
C 2.779 -4.528 -4.885
C 1.752 -4.479 -3.612
C 0.171 -4.699 -3.967
F -0.112 -5.252 -5.310
Br -0.492 -6.113 -2.653
C -0.786 -3.384 -3.701
F -1.368 -3.532 -2.319
F -0.105 -2.087 -3.920
Br -2.324 -3.417 -5.042
H 5.051 -4.457 -2.597
H 2.860 -2.877 -6.471
H 2.495 -2.187 -4.751
H 3.733 -5.146 -4.519
H 2.385 -5.085 -5.834
H 1.890 -3.441 -3.039
H 2.079 -5.308 -2.834
C -8.504 -0.733 2.644
C -8.592 -1.924 1.923
C -7.445 -2.485 1.359
C -6.207 -1.847 1.507
C -6.123 -0.644 2.207
C -7.273 -0.092 2.787
C -4.832 0.063 2.327
O -4.757 1.118 2.945
C -3.635 -0.515 1.685
C -2.416 0.174 1.741
C -1.276 -0.371 1.147
C -1.347 -1.607 0.505
C -2.561 -2.293 0.443
C -3.709 -1.741 1.025
C -4.996 -2.457 0.923
O -5.060 -3.541 0.355
H -9.396 -0.301 3.091
H -9.553 -2.417 1.801
H -7.520 -3.417 0.802
H -7.213 0.840 3.347
H -2.351 1.138 2.243
H -0.332 0.168 1.188
H -0.457 -2.036 0.049
H -2.610 -3.256 -0.064
C 4.188 5.549 -1.490
C 3.475 4.384 -1.770
C 2.868 3.671 -0.735
C 2.985 4.118 0.587
C 3.718 5.270 0.870
C 4.311 5.994 -0.173
C 3.889 5.723 2.265
O 4.530 6.737 2.514
C 3.285 4.933 3.356
C 3.488 5.319 4.687
C 2.908 4.585 5.725
C 2.119 3.472 5.436
C 1.920 3.082 4.111
C 2.512 3.809 3.070
C 2.325 3.367 1.673
O 1.635 2.386 1.419
H 4.653 6.110 -2.297
H 3.389 4.031 -2.795
H 2.309 2.764 -0.961
H 4.874 6.901 0.039
H 4.100 6.189 4.921
H 3.072 4.884 6.758
H 1.662 2.905 6.244
H 1.307 2.209 3.894
```

## Properties
F_max: 0.17326 hartree/bohr
HOMO level: -9.57 eV
SMILES string: O=C(O)OCCC[C@@](F)(Br)C(F)(F)Br.O=C1c2ccccc2C(=O)c2ccccc21.O=C1c2ccccc2C(=O)c2ccccc21
electronic energy: -198196.881 eV

Molecular formula: C34H23Br4N4O8S3Ta
Method: DFT, ωB97M-V/def2-TZVPD

The geometry in XYZ format:
```
77
C34H23Br4N4O8S3Ta, DFT ωB97M-V/def2-TZVPD
Ta 0.888 -1.757 -0.464
S 3.130 -1.466 -1.608
C 4.300 -1.561 -0.298
C 5.509 -0.905 -0.526
N 6.496 -0.357 -0.757
C 4.042 -2.275 0.849
S 2.588 -3.187 1.070
C 4.972 -2.302 1.898
N 5.723 -2.311 2.771
C -6.774 -3.358 1.210
C -5.387 -2.792 1.124
C -5.177 -1.436 0.912
C -3.891 -0.926 0.842
C -2.816 -1.780 0.967
C -3.001 -3.132 1.187
C -4.286 -3.633 1.261
S -1.148 -1.118 0.972
O -0.249 -2.269 1.183
O -1.162 -0.231 2.113
N -0.619 -0.346 -0.301
C -1.537 -0.112 -1.371
C -2.123 -1.483 -1.807
O -2.971 -1.546 -2.686
O -1.642 -2.442 -1.134
H -7.499 -2.574 1.416
H -6.820 -4.107 1.999
H -7.046 -3.837 0.269
H -6.023 -0.773 0.787
H -3.710 0.128 0.690
H -2.132 -3.768 1.269
H -4.444 -4.693 1.409
H -0.979 0.342 -2.194
H -2.353 0.564 -1.080
Br -1.849 -3.991 -6.469
C -1.079 -3.895 -4.762
C -1.046 -5.015 -3.953
Br -1.842 -6.623 -4.507
C -0.415 -4.950 -2.715
Br -0.377 -6.405 -1.538
C 0.153 -3.773 -2.276
O 0.744 -3.601 -1.124
C 0.077 -2.608 -3.083
O 0.563 -1.531 -2.538
C -0.528 -2.694 -4.325
Br -0.629 -1.130 -5.349
C 1.291 5.841 -2.614
C 0.898 5.116 -1.357
C -0.451 4.902 -1.104
C -0.857 4.177 0.000
C 0.070 3.687 0.897
C 1.421 3.936 0.682
N 2.388 3.590 1.624
C 2.283 2.634 2.612
C 2.692 2.969 3.910
C 2.587 2.065 4.947
C 2.053 0.806 4.717
C 1.725 0.437 3.429
C 1.858 1.318 2.359
C 1.679 0.741 0.985
O 1.689 1.386 -0.052
O 1.603 -0.550 0.972
C 1.843 4.635 -0.457
C 3.320 4.807 -0.658
H 0.406 6.065 -3.207
H 1.952 5.220 -3.218
H 1.806 6.778 -2.395
H -1.186 5.288 -1.796
H -1.910 3.997 0.162
H -0.240 3.107 1.754
H 3.067 4.317 1.805
H 3.096 3.960 4.086
H 2.916 2.347 5.940
H 1.918 0.105 5.528
H 1.357 -0.555 3.220
H 3.827 3.881 -0.398
H 3.710 5.607 -0.023
H 3.559 5.047 -1.687
```

## Properties
ΔE to the lowest compared entry with this formula, charge and spin: 68.4 kcal/mol
F_max: 0.09815 hartree/bohr
HOMO level: -2.61 eV
electronic energy: -372205.734 eV
charge: -2

Molecular formula: C34H23Cl2N7S2SeTc
Method: DFT, ωB97M-V/def2-TZVPD

The geometry in XYZ format:
```
70
C34H23Cl2N7S2SeTc, DFT ωB97M-V/def2-TZVPD
Tc 0.129 -0.073 0.022
C 4.819 1.485 -1.038
C 3.320 1.498 -0.954
S 2.656 0.080 -0.252
C 2.570 2.554 -1.416
C 3.165 3.760 -2.081
S 0.873 2.567 -1.289
H 5.196 0.581 -0.568
H 5.245 2.347 -0.525
H 5.146 1.498 -2.077
H 4.249 3.765 -2.043
H 2.784 4.664 -1.608
H 2.847 3.786 -3.125
Se -0.787 3.504 6.857
N -1.319 3.874 5.204
C -0.872 2.929 4.394
C -1.138 2.889 2.987
C -1.926 3.822 2.320
C -2.172 3.642 0.970
C -1.598 2.560 0.313
N -0.796 1.687 0.903
C -0.585 1.816 2.236
C 0.194 0.807 2.861
N 0.670 -0.173 2.053
C 1.386 -1.142 2.607
C 1.652 -1.217 3.971
C 1.175 -0.230 4.811
C 0.434 0.813 4.261
C -0.105 1.896 5.026
N 0.050 2.029 6.334
H -2.344 4.649 2.871
H -2.795 4.331 0.420
H -1.778 2.416 -0.745
H 1.770 -1.894 1.931
H 2.226 -2.046 4.354
H 1.352 -0.250 5.876
C -3.851 -1.495 1.349
C -2.620 -0.842 1.327
N -1.936 -0.638 0.209
C -2.488 -1.026 -0.961
C -3.736 -1.687 -1.041
C -4.409 -1.941 0.173
C -4.238 -2.043 -2.314
C -3.567 -1.707 -3.456
C -2.330 -1.020 -3.405
C -1.613 -0.614 -4.549
C -0.378 -0.032 -4.378
C 0.134 0.150 -3.098
N -0.545 -0.144 -1.991
C -1.762 -0.720 -2.144
H -4.337 -1.658 2.297
H -2.170 -0.487 2.243
H -5.350 -2.470 0.163
H -5.174 -2.577 -2.366
H -3.969 -1.971 -4.422
H -2.026 -0.766 -5.534
H 0.211 0.279 -5.226
H 1.132 0.536 -2.966
Cl -1.010 -3.202 2.143
C -0.652 -3.879 0.593
C -1.083 -5.148 0.287
C -0.778 -5.705 -0.947
C -0.028 -4.989 -1.870
C 0.382 -3.713 -1.575
Cl 1.249 -2.778 -2.733
C 0.072 -3.076 -0.338
N 0.419 -1.842 -0.118
H -1.650 -5.707 1.015
H -1.114 -6.698 -1.189
H 0.235 -5.415 -2.823
```

## Properties
2S+1: 2
F_max: 0.03426 hartree/bohr
HOMO level (spin up / spin down): -5.49 / -5.46 eV
electronic energy: -160323.644 eV